Formula: C5H6N2O
Source: OMol25
Level of theory: ωB97M-V with the def2-TZVPD basis set

Geometry as XYZ:
```
14
Properties=species:S:1:pos:R:3:forces:R:3:lowdin_charge:R:1
C -2.160 0.531 0.412 -1.3 0.5 6.9 -0.0580
C -1.414 -0.560 -0.180 0.3 -3.6 -3.3 -0.3702
C 0.141 -0.494 -0.177 -3.1 -4.9 2.2 -0.3664
C 2.089 0.371 -0.341 5.4 0.0 -0.6 -0.1715
C 2.208 -0.935 0.208 1.8 -0.9 0.2 -0.1738
H -2.407 1.440 -0.032 0.1 1.3 -1.7 0.0304
H -1.487 0.974 1.462 -2.0 -1.5 -3.0 0.1764
H -3.249 0.188 0.849 2.9 0.4 -1.1 0.1437
H 0.236 1.511 -0.956 2.4 -3.8 1.5 0.2702
H 3.006 1.087 -0.777 -3.1 -2.0 1.4 0.1601
H 3.302 -1.643 0.542 -3.9 2.7 -1.2 0.1820
N 0.779 0.538 -0.566 -1.3 7.2 -2.6 0.0229
N 0.936 -1.484 0.316 0.3 1.9 -0.8 0.0925
O -1.981 -1.522 -0.760 1.7 2.7 2.0 0.0617
```
Forces are in eV/Å.

Calculated values
- lowest unoccupied orbital energy (eV) = 0.21
- highest occupied orbital energy (eV) = -8.93
- HOMO-LUMO gap (eV) = 9.144

---

Formula: C5H40N2O14
Source: OMol25
Level of theory: ωB97M-V with the def2-TZVPD basis set

Geometry as XYZ:
```
61
Properties=species:S:1:pos:R:3:forces:R:3:lowdin_charge:R:1
C -0.748 1.153 -0.027 -1.9 -0.8 1.2 -0.2630
N -0.166 -0.211 -0.027 2.5 -0.1 -0.8 -0.0596
C -1.072 -1.365 -0.440 0.4 1.6 2.3 -0.2715
C -1.704 -1.211 -1.819 2.0 -0.9 -2.2 -0.2380
O -3.096 -1.387 -1.694 -0.6 -0.3 -0.5 -0.0716
C -0.296 -2.696 -0.085 0.1 -1.1 -0.2 -0.1863
N -0.903 -3.490 1.041 -3.2 2.0 -1.6 0.0090
C 0.088 2.377 -0.285 1.4 -0.5 -0.2 -0.0686
H -1.230 1.309 1.025 0.6 -0.3 -1.6 0.1288
H -1.591 1.175 -0.745 0.5 0.0 0.5 0.0676
H 0.758 -0.221 -0.593 -2.4 0.1 0.7 0.1168
H -1.943 -1.223 0.300 1.3 -0.7 -1.2 0.1190
H -1.143 -2.017 -2.518 -1.6 1.5 1.2 0.1509
H -1.518 -0.219 -2.388 -0.5 -1.6 1.5 0.1127
H -3.310 -2.258 -1.317 0.3 0.4 -0.2 0.1113
H 0.782 -2.497 0.197 -1.4 -0.2 -0.6 0.0829
H -0.260 -3.414 -0.978 -0.1 1.2 0.9 0.1170
H -0.281 -3.733 1.727 2.2 -0.6 1.7 -0.0045
H -1.670 -2.980 1.555 1.1 -0.5 -1.1 0.0680
H 0.973 2.491 0.348 -0.6 0.0 0.3 0.0463
H -0.571 3.218 -0.206 -0.2 0.6 0.3 0.0666
H 0.539 2.449 -1.269 -0.2 -0.3 -0.5 0.0707
H 2.794 -0.456 1.325 -0.9 -2.5 -2.0 0.1125
H 1.422 -0.999 0.785 2.4 -0.4 -0.6 0.0280
O 2.436 -1.192 0.661 -0.6 3.0 2.1 -0.1631
H 3.088 2.257 0.349 0.1 0.4 -1.3 -0.0114
H 4.241 3.042 -0.313 -2.4 -1.1 -1.0 0.1157
O 3.355 2.573 -0.575 2.6 1.6 1.8 -0.1363
H -3.739 1.867 -0.224 0.0 -0.3 0.0 0.0243
H -3.838 0.468 -0.679 0.0 -1.6 -2.0 -0.0085
O -3.837 0.957 0.104 -0.3 1.3 2.3 -0.0487
H 2.494 -2.745 2.203 0.9 0.8 -1.4 0.0014
H 1.454 -1.784 2.960 0.5 1.0 -0.5 -0.0286
O 1.844 -2.632 2.857 -1.3 -2.5 2.4 -0.0310
H -1.351 1.638 -4.074 -2.6 -2.1 -6.5 -0.0105
H -0.423 1.406 -3.146 3.2 -2.2 1.5 -0.0351
O -1.119 1.970 -3.309 -0.6 4.2 4.8 0.0468
H 2.442 -1.935 -1.766 -0.1 0.4 0.6 0.0207
H 2.896 -2.640 -2.971 -1.1 0.3 -0.1 0.0980
O 2.063 -2.290 -2.575 1.5 -1.1 -0.3 -0.0507
H 3.638 -0.082 -0.517 -0.3 -0.7 1.2 -0.0210
H 3.853 1.065 -1.382 0.3 4.2 0.1 -0.0648
O 3.748 0.170 -1.413 -0.2 -4.2 -1.9 -0.0167
H 1.012 -1.027 -2.970 -0.1 1.2 -0.2 0.0223
H 1.566 0.370 -2.557 -1.1 -0.8 -0.9 0.0686
O 0.764 -0.058 -2.989 1.5 0.2 0.8 -0.1074
H 2.365 2.929 2.174 -0.4 1.7 0.4 0.0587
H 2.132 1.467 2.273 -0.5 -0.9 0.0 0.0039
O 2.703 2.117 1.861 1.0 -0.6 0.1 -0.0220
H 1.145 0.334 3.535 -1.8 1.7 5.6 0.0032
H 0.489 -0.226 2.257 0.1 0.7 0.3 0.0846
O 1.310 0.052 2.720 0.8 -1.8 -5.2 -0.0209
H -3.817 -0.931 2.415 0.7 0.1 -0.2 0.0798
H -2.904 -0.047 1.587 -0.3 0.3 -0.5 -0.0079
O -2.873 -0.790 2.202 -0.8 -0.2 0.7 -0.0715
H -2.431 2.550 -2.234 0.8 -0.2 -0.5 -0.0054
H -2.612 3.517 -1.037 0.1 0.0 -0.4 0.0534
O -3.068 2.881 -1.602 -0.9 0.8 0.8 -0.0484
H -2.011 0.677 3.564 -0.4 0.3 -0.6 0.0112
H -1.535 -0.275 4.480 -0.8 -4.7 1.7 -0.0290
O -1.333 0.550 4.220 1.4 4.4 -1.1 0.0014
```
Forces are in eV/Å.

Calculated values
- lowest unoccupied orbital energy (eV) = 0.10
- highest occupied orbital energy (eV) = -8.86
- HOMO-LUMO gap (eV) = 8.958

---

Formula: C11H21I2N2PPt
Source: OMol25
Level of theory: ωB97M-V with the def2-TZVPD basis set

Geometry as XYZ:
```
38
Properties=species:S:1:pos:R:3:forces:R:3:lowdin_charge:R:1
Pt 1.413 0.018 0.009 -0.1 0.1 -0.3 0.5379
N 2.895 1.481 -0.592 0.0 -0.1 0.1 -0.1231
C 2.240 2.816 -0.568 0.0 0.0 0.0 -0.2052
C 0.867 2.671 -1.180 0.0 0.0 0.0 -0.1834
N 0.142 1.585 -0.456 0.0 0.0 0.1 -0.0979
H 3.715 1.481 0.009 0.0 0.0 0.0 0.0959
H 3.235 1.271 -1.530 0.0 -0.1 0.0 0.0587
H 2.829 3.563 -1.100 0.0 0.0 0.0 0.1383
H 2.162 3.127 0.475 0.0 0.0 0.0 0.1308
H 0.933 2.384 -2.230 0.0 0.0 0.0 0.1324
H 0.310 3.605 -1.116 0.0 0.0 0.0 0.1403
H -0.654 1.257 -1.000 0.0 0.0 0.0 0.1008
H -0.263 1.938 0.412 0.0 0.0 0.0 0.1028
I 3.224 -1.806 0.516 0.0 -0.1 0.1 0.9982
C 3.867 -2.497 -1.424 0.0 0.0 0.0 -1.0585
I 2.995 -1.519 -3.067 0.0 0.0 0.0 0.8413
H 3.614 -3.550 -1.447 0.0 0.0 0.0 -0.0196
H 4.940 -2.345 -1.437 0.0 0.0 0.0 -0.0190
C -0.636 -2.592 -0.711 0.0 0.0 0.0 -0.2288
P -0.348 -1.335 0.549 0.1 0.0 0.1 0.6932
C -0.187 -2.238 2.105 0.0 0.0 0.0 -0.2311
C -1.849 -0.348 0.701 0.1 0.0 0.0 -0.4099
C -2.846 -0.373 -0.273 0.0 0.0 0.0 -0.0835
C -3.965 0.441 -0.141 0.0 0.0 0.0 -0.0430
C -4.091 1.279 0.956 0.0 0.0 0.0 -0.0369
C -3.100 1.306 1.933 0.0 0.0 0.0 -0.0473
C -1.980 0.500 1.806 0.0 0.0 0.0 -0.1125
H -0.734 -2.154 -1.703 0.0 0.0 0.0 0.0537
H -1.538 -3.153 -0.464 0.0 0.0 0.0 0.0773
H 0.212 -3.278 -0.722 0.0 0.0 0.0 0.0500
H -1.123 -2.763 2.301 0.0 0.0 0.0 0.0785
H 0.011 -1.554 2.930 0.0 0.0 0.0 0.0566
H 0.621 -2.965 2.041 0.0 0.0 0.0 0.0305
H -2.773 -1.034 -1.127 0.0 0.0 0.0 0.1052
H -4.742 0.410 -0.893 0.0 0.0 0.0 0.1223
H -4.967 1.905 1.060 0.0 0.0 0.0 0.1233
H -3.209 1.945 2.799 0.0 0.0 0.0 0.1215
H -1.221 0.518 2.581 0.0 0.0 0.0 0.1102
```
Forces are in eV/Å.

Calculated values
- lowest unoccupied orbital energy (eV) = -6.80
- highest occupied orbital energy (eV) = -15.45
- net charge = +2
- HOMO-LUMO gap (eV) = 8.654

---

Formula: C9H10S
Source: OMol25
Level of theory: ωB97M-V with the def2-TZVPD basis set

Geometry as XYZ:
```
20
Properties=species:S:1:pos:R:3:forces:R:3:lowdin_charge:R:1
C 2.256 1.114 0.005 1.9 -0.4 -0.3 -0.1220
C 2.894 -0.104 -0.054 2.0 5.7 0.9 -0.1453
C 0.889 1.440 0.056 -2.3 -1.3 0.0 -0.1101
C 2.322 -1.307 -0.116 -3.5 -3.8 -0.6 -0.2107
C -0.070 0.509 0.019 3.1 -3.9 -0.5 0.0185
C 0.980 -1.503 -0.132 -0.9 4.9 0.8 -0.3517
C -1.368 -0.278 0.118 0.4 0.5 -1.1 -0.7294
C -2.164 0.224 1.313 0.9 -3.4 2.5 -0.0888
C -2.092 -0.265 -1.254 2.5 -1.0 -1.7 -0.1184
S -0.581 -2.024 0.164 -1.1 0.2 0.5 0.9321
H 2.959 1.926 -0.047 -0.1 0.5 0.3 0.0887
H 3.994 0.074 0.115 -1.1 -1.0 -0.7 0.1286
H 0.564 2.444 0.143 0.0 1.3 0.1 0.0954
H 2.907 -2.146 -0.279 1.4 -1.7 0.0 0.0755
H -2.932 -0.578 1.514 0.7 0.7 0.1 0.0890
H -2.764 1.103 1.240 0.3 1.0 -0.4 0.0654
H -1.404 0.202 2.239 -2.0 0.4 -1.9 0.1346
H -2.578 -1.233 -1.551 -0.2 1.2 0.8 0.0770
H -1.209 -0.250 -2.010 -1.3 -0.1 1.0 0.1044
H -2.604 0.652 -1.483 -0.8 0.2 0.2 0.0672
```
Forces are in eV/Å.

Calculated values
- lowest unoccupied orbital energy (spin up / spin down) (eV) = 0.04 / -0.12
- highest occupied orbital energy (spin up / spin down) (eV) = -7.29 / -7.33
- HOMO-LUMO gap (spin up / spin down) (eV) = 7.328 / 7.216

---

Formula: C7H10
Source: OMol25
Level of theory: ωB97M-V with the def2-TZVPD basis set

Geometry as XYZ:
```
17
Properties=species:S:1:pos:R:3:forces:R:3:lowdin_charge:R:1
C 0.599 -1.986 0.499 -0.1 0.9 -0.8 -0.1518
C 0.233 -2.953 1.343 0.3 0.6 -1.0 0.0070
C -1.461 -0.696 0.244 -1.0 0.4 0.1 0.0628
C -0.141 -0.724 0.140 1.9 -0.6 1.8 -0.3119
C 0.698 0.448 -0.249 -0.7 0.7 -0.5 -0.0943
C 0.291 1.710 -0.070 -2.1 0.4 -0.7 -0.1661
C 0.265 2.773 -1.164 1.8 0.3 0.5 -0.1019
H 1.545 -2.004 -0.062 -0.3 -0.7 0.2 0.0988
H 0.759 -3.886 1.233 0.2 -0.2 0.7 0.0491
H -0.618 -2.852 2.002 -0.1 -0.2 -0.1 0.0571
H -2.022 -1.591 0.487 0.2 0.0 0.1 0.0644
H -2.070 0.198 0.137 0.3 0.0 -0.3 0.0671
H 1.529 0.375 -0.963 -0.5 -0.7 -0.1 0.1142
H -0.426 2.001 0.705 0.0 -0.8 0.1 0.0971
H 1.298 3.157 -1.220 -0.4 0.4 -0.5 0.0751
H -0.416 3.574 -0.902 0.2 0.2 0.3 0.0593
H -0.062 2.456 -2.160 0.3 -0.5 0.3 0.0741
```
Forces are in eV/Å.

Calculated values
- SMILES = C=CC(=C)/C=C/C
- lowest unoccupied orbital energy (eV) = 0.55
- highest occupied orbital energy (eV) = -8.62
- HOMO-LUMO gap (eV) = 9.173

---

Formula: C31H60N2O10S4
Source: OMol25
Level of theory: ωB97M-V with the def2-TZVPD basis set

Geometry as XYZ:
```
107
Properties=species:S:1:pos:R:3:forces:R:3:lowdin_charge:R:1
C -6.052 1.828 1.294 0.7 0.2 -1.1 -0.1675
C -4.580 1.113 1.382 -0.4 -0.1 -0.2 -0.2844
C -4.584 -0.322 2.232 1.2 1.3 -0.5 -0.2040
C -3.096 -1.017 1.915 -1.7 0.5 0.8 -0.2139
C -2.165 -0.703 3.227 0.1 -1.3 0.5 -0.1965
C -0.563 -0.983 3.029 1.1 1.0 -0.1 -0.2084
C -0.054 -1.065 1.474 0.6 0.6 -0.3 -0.2360
C -0.280 -2.514 0.741 -1.1 0.9 -0.2 -0.1836
C -1.159 -2.329 -0.670 -0.5 -0.6 -0.1 -0.2094
C -0.572 -3.251 -1.900 0.2 0.2 0.3 -0.2123
C 0.444 -2.469 -2.922 0.2 -0.2 -0.6 -0.2011
C -0.196 -1.067 -3.558 0.4 -0.1 1.4 -0.1990
C 0.596 0.226 -2.899 -0.2 -0.3 -0.1 -0.2326
C -0.067 1.682 -3.276 1.5 -0.1 -1.2 -0.1782
C 1.209 2.707 -3.563 1.5 3.5 -2.5 -0.1353
C 2.565 2.781 -2.606 1.1 2.6 -2.5 0.0209
C 3.860 3.786 -2.935 -3.6 -1.2 -0.7 -0.0270
C 5.183 3.773 -1.914 0.0 -1.1 -1.0 -0.1850
O 6.184 4.797 -2.252 -1.8 -0.3 1.8 -0.2621
C 6.393 5.760 -1.159 0.7 0.6 -0.1 -0.1078
C 3.746 4.730 -4.280 -0.3 0.7 -1.2 -0.1863
N 4.781 5.695 -4.831 -5.1 -2.5 -0.3 -0.2967
S 4.080 6.403 -6.266 -2.2 -3.3 3.0 0.8499
N 2.474 5.668 -6.391 2.7 -2.6 4.9 -0.2980
C 2.397 4.699 -5.211 0.6 0.7 -0.4 -0.2285
C 1.114 3.704 -4.876 2.6 -0.9 3.0 0.0216
H -6.613 1.894 2.328 1.1 -0.1 -2.2 0.0809
H -6.668 1.240 0.470 1.0 1.2 2.0 0.0786
H -5.868 2.910 0.824 -0.6 -2.2 1.3 0.0792
H -3.793 1.873 1.848 -1.6 -1.8 -0.8 0.1155
H -4.228 0.921 0.259 -0.7 0.3 2.4 0.1080
H -4.591 -0.004 3.370 -0.4 -1.0 -2.2 0.1089
H -5.482 -1.025 1.936 1.8 1.6 0.6 0.1146
H -2.734 -0.529 0.916 -0.4 -1.2 2.0 0.0807
H -3.331 -2.167 1.756 1.0 2.3 0.3 0.1046
H -2.531 -1.452 4.081 0.6 1.7 -1.7 0.1073
H -2.341 0.381 3.680 0.3 -2.2 -1.4 0.1206
H -0.150 -1.925 3.603 -1.1 1.8 -1.1 0.1013
H -0.001 -0.048 3.513 -1.1 -2.1 -1.0 0.1149
H -0.575 -0.201 0.840 1.0 -1.9 1.4 0.0986
H 1.112 -0.822 1.406 -2.5 -0.5 0.4 0.1132
H -0.945 -3.172 1.476 1.7 1.1 -1.6 0.1018
H 0.764 -2.990 0.504 -2.2 0.7 0.5 0.1087
H -2.282 -2.697 -0.498 2.5 0.8 -0.2 0.1094
H -1.255 -1.190 -0.980 0.4 -2.3 0.7 0.0872
H 0.038 -4.133 -1.382 -1.4 1.7 -1.3 0.1165
H -1.475 -3.688 -2.523 2.0 0.9 1.3 0.0906
H 0.661 -3.211 -3.817 -0.4 1.4 1.8 0.0841
H 1.507 -2.256 -2.428 -2.4 -0.3 -0.9 0.1183
H -0.095 -1.053 -4.724 -0.3 0.1 2.2 0.1081
H -1.315 -1.036 -3.213 2.0 0.0 -1.0 0.1119
H 1.714 0.167 -3.313 -2.4 0.3 1.1 0.1250
H 0.592 0.144 -1.723 0.2 -0.1 -2.3 0.1054
H -0.814 2.100 -2.476 1.6 -0.8 -1.5 0.1201
H -0.632 1.547 -4.310 1.1 0.5 2.2 0.1161
H 2.594 2.072 -1.653 0.1 1.8 -2.3 0.1027
H 4.863 3.824 -0.789 0.4 0.0 -2.2 0.1274
H 5.696 2.711 -2.094 -1.1 2.3 0.4 0.1419
H 7.280 5.367 -0.500 -1.7 0.8 -1.0 0.1039
H 6.720 6.786 -1.656 -0.8 -2.2 1.1 0.1143
H 5.436 5.928 -0.507 1.7 -0.4 -1.3 0.0780
H 0.170 3.738 -5.590 2.2 -0.2 1.8 0.1006
O -2.094 -4.763 -4.477 -0.3 -0.1 -1.1 -0.2958
S -1.897 -4.906 -5.903 0.1 -0.3 -0.4 0.6283
O -2.780 -4.286 -6.869 0.5 -0.5 1.1 -0.2834
O -1.762 -6.491 -6.262 0.6 1.3 0.2 -0.2654
C -2.799 -7.373 -5.856 -1.0 -0.7 0.2 -0.2781
C -4.017 -7.248 -6.754 -0.2 0.3 -0.1 -0.0777
C -0.229 -4.444 -6.296 0.1 -0.2 -0.1 -0.1246
H -3.062 -7.207 -4.806 0.1 0.1 -0.1 0.1161
H -2.403 -8.392 -5.933 0.3 0.3 0.0 0.1241
H -4.492 -6.270 -6.638 0.1 -0.2 0.0 0.0712
H -4.758 -8.014 -6.510 0.1 0.0 0.0 0.0809
H -3.734 -7.347 -7.807 0.0 -0.1 0.2 0.0864
H 0.449 -4.942 -5.601 -0.1 0.0 -0.1 0.0723
H -0.147 -3.361 -6.190 -0.2 -0.1 0.0 0.0638
H -0.015 -4.735 -7.326 -0.1 0.0 0.1 0.0771
O -0.811 -3.739 5.516 -1.0 -0.2 0.3 -0.2910
S -2.122 -4.350 5.495 -0.2 -0.4 0.1 0.6122
O -3.301 -3.664 5.981 1.2 -0.3 -0.3 -0.2896
O -2.037 -5.812 6.211 -0.1 0.8 -1.2 -0.2672
C -1.520 -5.895 7.532 0.3 0.0 1.2 -0.2778
C -2.536 -5.424 8.556 -0.2 0.3 0.1 -0.0779
C -2.454 -4.927 3.849 0.0 -0.2 0.1 -0.1156
H -0.582 -5.336 7.618 -0.1 0.0 -0.2 0.1166
H -1.285 -6.948 7.720 -0.1 0.1 -0.4 0.1238
H -2.729 -4.352 8.455 0.0 -0.2 0.0 0.0711
H -2.175 -5.607 9.573 0.0 -0.1 -0.1 0.0808
H -3.492 -5.940 8.419 0.2 0.0 0.0 0.0859
H -1.588 -5.485 3.488 -0.1 0.1 0.1 0.0783
H -2.628 -4.054 3.216 0.0 0.0 0.2 0.0476
H -3.344 -5.557 3.867 0.1 0.1 0.1 0.0779
O 5.480 6.267 4.828 -1.0 0.4 -0.2 -0.2863
S 4.358 7.179 4.796 -0.1 0.3 -0.2 0.6249
O 2.987 6.719 4.869 1.3 0.1 -0.1 -0.2882
O 4.511 8.162 3.504 0.1 -0.2 1.3 -0.2675
C 4.657 7.577 2.217 -0.1 -0.5 -1.0 -0.2836
C 3.333 7.053 1.693 -0.3 -0.3 0.1 -0.0753
C 4.597 8.416 6.047 0.0 0.2 -0.1 -0.1244
H 5.418 6.790 2.231 -0.1 0.1 0.2 0.1123
H 5.019 8.364 1.546 0.0 0.1 0.4 0.1253
H 2.982 6.205 2.289 0.1 0.1 -0.1 0.0734
H 3.431 6.718 0.656 0.0 0.1 0.1 0.0660
H 2.561 7.827 1.746 0.2 -0.1 -0.1 0.0883
H 5.615 8.803 5.973 -0.2 -0.1 0.0 0.0746
H 4.445 7.943 7.020 0.0 -0.1 -0.2 0.0773
H 3.865 9.212 5.901 0.1 -0.2 0.0 0.0753
```
Forces are in eV/Å.

Calculated values
- SMILES = CCCCCCCCCCCCCCc1cc(COC)c2nsnc2c1.CCOS(C)(=O)=O.CCOS(C)(=O)=O.CCOS(C)(=O)=O
- lowest unoccupied orbital energy (eV) = -1.24
- highest occupied orbital energy (eV) = -8.11
- HOMO-LUMO gap (eV) = 6.867

---

no.,maximum force (eV/Å)
1,7.74
2,7.32
3,0.34
4,6.10
5,2.71
6,6.16